C90H208N12O20 | ωB97M-V/def2-TZVPD

Results
Max |F|   3.873 eV/A
Energy above the lowest of the compared OMol25 structures with the same formula, charge and spin   0.0 kJ/mol
LUMO   0.53 eV
E_tot   -5715.099262 a.u.

Geometry (Å):
C: -35.8173 -15.7607 11.1968
C: -25.4499 -15.3061 14.6843
C: -23.4832 -20.8179 0.8318
O: -33.8799 -16.3863 7.2424
H: -19.1271 -19.8350 1.8896
H: -21.2854 -18.3461 1.9466
C: -22.9848 -19.4923 12.3266
H: -23.6941 -21.8954 0.9237
H: -30.7705 -22.4071 12.7677
H: -27.9692 -17.6196 7.0805
H: -25.8856 -22.2038 2.0820
N: -34.9325 -15.8281 12.3022
H: -24.8415 -24.1100 1.7934
O: -20.8230 -16.4242 4.6390
O: -32.4949 -14.6795 11.5740
C: -24.5437 -24.7318 8.5814
C: -23.1632 -13.2512 9.6486
H: -25.6925 -13.6142 3.4863
H: -22.3629 -23.9200 6.2941
O: -24.4472 -25.9143 6.4541
C: -27.9575 -18.0555 6.0389
H: -30.8104 -26.4022 10.1790
H: -28.7321 -25.5133 4.8251
H: -19.2072 -20.9802 6.5032
H: -22.4262 -16.0439 6.0635
H: -19.6858 -18.2923 4.3909
H: -24.8958 -22.7120 10.0730
H: -29.0352 -26.1158 8.5451
H: -26.7611 -17.9029 3.6333
H: -21.1660 -22.1501 1.8847
H: -35.8072 -19.1782 8.8315
C: -36.1439 -17.1446 10.5260
C: -24.8997 -25.9496 7.7818
O: -22.4269 -12.2556 8.8845
C: -30.8520 -22.5352 7.4943
H: -17.1804 -20.4955 2.8385
C: -24.6542 -17.5614 1.8333
H: -31.3620 -19.3734 16.2919
C: -27.7221 -16.0501 9.7081
H: -26.0261 -15.7355 13.9226
H: -32.2642 -26.9623 9.2623
H: -22.7537 -11.1181 7.1689
H: -19.8144 -25.0849 3.3223
H: -26.3864 -21.4749 5.5499
C: -34.9720 -18.9505 9.5190
H: -29.9798 -22.9615 7.0153
C: -22.0267 -19.7172 11.1737
H: -22.7989 -17.8130 6.8424
C: -31.9535 -16.1660 8.5394
H: -34.0782 -16.3258 12.0946
H: -34.1819 -14.5107 13.7201
H: -30.1820 -14.1449 5.0144
H: -25.4213 -21.6607 12.8859
H: -33.5009 -18.3426 12.0995
H: -24.8443 -25.5938 0.7130
C: -26.3413 -21.6094 8.8598
C: -25.4750 -20.9477 5.1875
O: -28.9519 -23.3723 3.0473
H: -27.5648 -18.7211 9.5966
H: -27.3014 -23.6297 4.8342
C: -31.8452 -17.7004 13.3300
H: -28.6018 -18.0016 3.5784
H: -29.8766 -16.7795 4.6663
C: -20.1869 -21.2520 6.9504
H: -29.1897 -23.9790 0.2173
C: -23.1334 -12.0066 7.6697
H: -20.1012 -21.5955 8.0013
H: -23.6258 -14.0967 9.1046
H: -24.2025 -20.4210 -3.0615
C: -31.0543 -25.5992 8.2075
H: -32.2741 -17.1952 11.3571
C: -22.2474 -13.6801 10.7273
H: -27.0186 -24.9188 -0.0763
H: -27.0052 -22.2573 9.4409
H: -29.3386 -24.3907 8.9899
H: -23.8160 -13.8875 12.0136
O: -24.7894 -18.5467 -2.7332
C: -29.2473 -16.1262 5.2184
H: -28.9026 -18.6242 5.9384
H: -26.1314 -18.1958 -4.3151
H: -24.4655 -16.6052 1.3327
H: -32.6509 -18.4594 6.0367
C: -23.4493 -18.6331 7.1336
H: -25.9509 -23.5575 -0.2446
H: -25.7312 -19.8126 -0.5137
H: -32.2042 -16.0288 6.4763
H: -33.5957 -19.9331 15.4521
H: -36.4585 -17.9119 11.2360
H: -30.9041 -21.8672 11.0687
H: -31.2413 -18.3293 7.1110
C: -16.2174 -19.7502 5.1764
H: -30.2780 -18.3297 15.4402
H: -24.0140 -27.9557 6.0313
C: -27.4612 -23.3274 1.2136
N: -31.4631 -20.0416 13.7949
H: -19.5723 -19.9113 10.4017
C: -26.5520 -19.8826 13.2056
H: -34.0550 -18.1111 15.2070
H: -24.4976 -26.8954 8.2349
H: -20.9173 -20.4609 6.7708
C: -19.6741 -23.6067 6.4056
H: -24.9755 -21.7784 4.6578
H: -21.8018 -12.8218 11.2450
O: -25.5808 -16.6035 5.5741
H: -32.8352 -18.7111 7.6601
C: -33.2612 -22.4179 8.0845
C: -20.7380 -23.2959 3.7191
H: -24.7106 -14.1944 5.7702
H: -27.5806 -26.8121 4.3414
C: -27.9046 -16.8531 5.1048
N: -23.0727 -14.4402 11.6039
H: -21.6384 -15.7602 12.3587
H: -24.5679 -20.5131 14.0433
H: -32.1875 -16.7272 13.6543
H: -23.1931 -19.7935 5.2491
H: -32.4357 -26.5475 6.8117
H: -33.3015 -21.6154 11.4172
C: -22.0733 -22.9448 6.6032
C: -24.9875 -20.3939 -1.1008
H: -22.3381 -24.3149 2.7031
H: -22.4858 -19.8341 10.1978
H: -30.7729 -13.5955 11.9032
C: -20.3720 -22.7559 2.3519
H: -30.7281 -17.6402 13.3384
C: -21.5973 -15.5270 5.4888
H: -16.7062 -20.1947 6.0362
H: -25.4055 -26.2318 3.0728
C: -29.5129 -25.1737 8.2520
H: -25.2716 -19.9327 1.8341
H: -22.9320 -19.3920 7.6886
H: -24.2235 -11.9518 7.8900
H: -22.4910 -19.9921 13.1304
N: -24.2631 -20.1672 12.0588
H: -25.7547 -15.4953 3.4430
H: -22.8246 -22.1403 6.5178
H: -24.5359 -18.5838 5.3250
N: -20.0073 -18.8425 3.5481
C: -32.5281 -23.9640 6.2536
N: -24.6023 -18.0842 7.8402
H: -34.2167 -19.2169 13.9299
H: -34.0548 -19.2973 9.0938
H: -29.5490 -16.0811 6.2411
C: -25.0565 -18.2527 -4.0853
H: -33.0558 -12.8301 12.1970
C: -27.6845 -19.7926 9.4464
N: -26.8688 -15.9696 5.7555
H: -24.8977 -15.7293 10.1810
H: -29.7756 -23.8492 2.8999
H: -25.4109 -16.9654 6.4612
H: -34.0495 -13.4139 10.8944
C: -20.7501 -17.8233 2.6932
H: -31.8590 -25.4394 4.8027
O: -26.5450 -18.5421 13.4781
H: -25.9101 -13.9023 7.0044
H: -29.3079 -22.3370 0.5878
H: -22.7740 -16.1937 14.4231
C: -25.2850 -16.1718 9.2728
C: -18.8358 -19.2376 2.7701
O: -26.3443 -20.3162 9.4242
H: -30.6842 -15.0343 10.8301
C: -19.7928 -24.8507 5.4787
H: -28.1830 -22.9204 -0.7459
C: -25.7253 -13.8518 5.9495
C: -31.5427 -24.9670 5.7149
H: -15.8283 -20.5734 4.6029
C: -31.3203 -18.5336 15.6700
H: -18.3588 -20.7569 4.0888
H: -27.6365 -15.0252 10.1604
H: -20.7603 -25.4564 5.5507
H: -21.8655 -23.1073 7.6472
H: -27.1549 -18.7542 5.7708
C: -23.9566 -19.3467 5.8703
H: -22.1228 -16.2786 3.0692
C: -26.5139 -24.1221 4.3221
C: -25.0585 -19.9495 -2.5328
H: -22.7677 -22.8401 3.5132
H: -24.0335 -12.6734 10.0872
C: -24.1623 -17.1269 8.9392
C: -27.8452 -17.9785 13.3515
C: -19.9863 -18.8584 10.2737
H: -24.6649 -17.5091 2.9381
H: -25.7327 -23.4797 4.0192
C: -31.2717 -14.1564 11.1354
H: -18.3084 -18.3185 2.3328
H: -22.5770 -24.2671 4.4855
C: -23.3380 -15.7360 13.5975
H: -25.0475 -18.9329 8.2697
H: -24.5869 -18.9487 -4.7746
H: -25.6592 -17.7788 1.5048
H: -33.5700 -24.4303 6.2310
H: -25.7411 -12.8071 5.6031
H: -37.0240 -16.9758 9.8397
C: -28.1163 -14.0347 5.4444
H: -21.7879 -14.3183 13.3766
C: -34.5929 -14.4400 12.7060
H: -29.1109 -24.8787 7.2986
H: -25.2283 -23.4862 7.1201
H: -26.6134 -26.5856 1.9274
H: -32.2160 -19.7283 10.5388
H: -35.3442 -13.6915 12.7104
C: -32.1380 -23.3874 7.6357
H: -19.7238 -23.9439 7.4422
O: -24.8096 -20.4133 6.2971
H: -33.9118 -20.4020 12.5557
H: -32.4953 -23.0735 5.6280
H: -29.2024 -14.6651 3.6123
C: -27.1810 -24.9573 3.2452
H: -21.1181 -20.3774 4.1292
H: -20.0336 -17.2293 2.1142
H: -26.7192 -21.6768 7.8648
H: -28.1889 -15.9652 8.7417
C: -30.6795 -21.4982 12.1128
C: -25.0631 -22.4721 8.9831
C: -26.1478 -25.7303 2.3929
H: -35.4335 -15.0550 10.4214
H: -26.0419 -25.9212 7.7930
C: -25.2015 -20.5948 13.0589
H: -21.4200 -14.2399 10.2501
H: -36.8347 -15.4892 11.5368
H: -24.6707 -17.2676 -4.3433
C: -26.8887 -22.0417 1.6948
H: -24.3791 -26.9209 4.6024
H: -19.2306 -18.1719 10.5486
H: -31.4059 -13.5523 10.2736
H: -25.9537 -20.2372 -3.0607
H: -28.1308 -20.0187 8.4714
H: -27.6549 -16.5890 2.9507
H: -23.1541 -19.6309 -0.7158
H: -33.5972 -21.7372 7.3359
C: -28.1911 -25.9604 3.9312
H: -27.6026 -21.6307 2.4642
H: -20.2307 -18.6462 9.1884
H: -31.0071 -16.5998 8.8298
H: -15.3402 -19.1622 5.5430
H: -20.9605 -15.0982 6.2418
H: -34.3785 -16.8422 8.0117
H: -27.6093 -16.9740 13.6883
H: -27.1307 -14.4869 3.0577
H: -24.7420 -19.7849 11.3077
H: -22.3221 -17.6463 4.1346
N: -28.0061 -24.1657 2.3053
H: -30.7752 -26.8878 6.4992
H: -23.3099 -16.5668 8.6230
H: -18.7307 -23.7691 3.9062
H: -25.2376 -16.0275 15.4479
H: -19.4226 -22.1638 2.5032
C: -26.7471 -14.6700 5.1694
O: -23.7152 -18.6095 1.4118
C: -26.2652 -14.5574 3.6924
H: -30.5711 -22.2736 8.4995
C: -17.8469 -19.9621 3.5129
C: -25.4831 -24.8830 1.3517
H: -34.0372 -23.0785 8.5507
N: -20.5386 -22.1700 4.6897
H: -25.7954 -20.2501 4.3903
H: -27.0761 -20.4246 14.0355
H: -27.2721 -20.0805 12.4166
H: -23.7990 -20.1482 2.7931
C: -19.6642 -24.3252 4.0857
N: -25.3651 -23.6894 8.1389
O: -34.8986 -17.6013 9.8954
C: -31.4510 -26.0728 6.7963
C: -28.5925 -23.0712 0.2652
H: -32.7339 -16.3897 9.3238
H: -28.4610 -14.0738 6.4688
H: -26.7941 -21.4378 0.7877
H: -20.0740 -23.5214 1.6157
H: -22.3922 -20.6470 1.1048
H: -28.2358 -18.1920 12.3717
O: -31.6019 -21.2133 14.6186
N: -31.9798 -24.4787 8.5747
C: -31.7593 -20.5076 12.4864
H: -23.8014 -17.7201 9.8367
H: -33.3330 -21.9795 13.1661
H: -23.4682 -24.6924 8.5393
H: -35.1737 -19.6248 10.3935
H: -33.0138 -21.8059 8.9995
H: -22.0851 -14.7976 4.9153
C: -27.6934 -17.3386 3.7005
C: -33.1624 -21.2036 12.4299
C: -24.6322 -27.1788 5.6582
H: -30.5673 -24.5418 5.5754
H: -32.1536 -24.3079 10.4641
H: -28.8701 -26.3671 3.1461
H: -30.5400 -27.5959 8.8984
H: -28.4076 -16.6083 10.3108
O: -31.6144 -23.8653 9.7935
H: -25.7522 -27.3466 5.6728
C: -31.1924 -26.7481 9.1981
H: -18.9664 -25.5544 5.7603
H: -30.6566 -19.0689 11.2187
H: -23.7673 -16.4563 12.8999
C: -32.4113 -18.0672 11.9841
H: -24.7011 -24.9285 9.6612
C: -32.1267 -18.8468 14.3615
O: -17.1461 -19.0727 4.3641
H: -26.0849 -24.7986 5.0525
C: -31.7316 -19.3319 11.4850
H: -30.8109 -21.1702 15.1884
C: -32.2584 -18.1003 7.0043
H: -25.4160 -15.4474 8.4695
H: -28.2697 -20.2774 10.2486
H: -18.6277 -23.1992 6.2788
H: -24.1881 -21.8984 8.7162
H: -23.1114 -12.8094 7.0388
N: -23.6181 -20.5028 -0.5780
C: -21.5787 -17.0191 3.6164
H: -22.9819 -18.4035 12.4315
C: -26.4797 -24.1827 0.4658
C: -33.5255 -13.7503 11.7948
C: -20.6746 -22.4715 6.1285
H: -28.5996 -18.3651 14.0971
O: -24.2450 -14.7940 14.1540
C: -22.3255 -15.0002 12.7125
H: -26.0497 -14.3978 15.1332
C: -24.1645 -19.8593 1.7840
O: -26.5229 -16.8371 9.6803
C: -29.2680 -14.7010 4.7313
C: -32.5229 -16.6262 7.2749
H: -25.3592 -21.4396 -1.0850
H: -21.5485 -20.6560 11.3727
H: -28.0449 -12.9877 5.1698
C: -33.5851 -19.0668 14.7811
O: -21.0707 -18.6819 11.1180
H: -29.7767 -20.9394 12.2640
H: -31.7673 -17.6705 16.1798
O: -21.5840 -21.2873 4.3139
H: -31.1729 -21.6428 6.9242
H: -31.8645 -15.0833 8.6284
C: -22.2205 -23.7483 3.5862